DFT (ωB97M-V with the def2-TZVPD basis set) results for a cluster of 8 separate species, C48H120N8 in total.

Structure (XYZ):
```
176
C48H120N8, DFT ωB97M-V with the def2-TZVPD basis set
C -0.83 -33.43 16.46
C -0.42 -31.99 16.07
N 1.06 -31.76 16.06
C 1.79 -32.65 15.16
C 1.37 -32.52 13.68
C 1.41 -30.31 15.85
C 0.77 -29.36 16.86
H -0.12 -34.06 16.99
H -1.13 -34.05 15.61
H -1.73 -33.37 17.07
H -0.86 -31.77 15.10
H -0.81 -31.33 16.85
H 2.85 -32.45 15.33
H 1.57 -33.63 15.57
H 0.30 -32.73 13.62
H 1.38 -31.53 13.23
H 1.85 -33.27 13.05
H 1.14 -30.11 14.82
H 2.48 -30.09 15.83
H 1.37 -28.47 17.09
H 0.62 -29.89 17.80
H -0.22 -29.07 16.50
C -4.45 -24.21 18.81
C -3.64 -25.35 18.19
N -4.00 -26.72 18.50
C -3.90 -27.00 19.96
C -4.53 -28.32 20.32
C -3.10 -27.62 17.76
C -3.43 -27.74 16.31
H -5.49 -24.34 18.53
H -4.14 -23.23 18.44
H -4.43 -24.09 19.89
H -3.75 -25.21 17.12
H -2.60 -25.12 18.41
H -2.84 -27.04 20.21
H -4.31 -26.14 20.50
H -4.86 -28.34 21.36
H -5.37 -28.64 19.69
H -3.79 -29.12 20.25
H -3.09 -28.56 18.31
H -2.06 -27.29 17.79
H -3.51 -26.85 15.68
H -4.37 -28.29 16.25
H -2.78 -28.41 15.76
C -2.24 -21.20 21.79
C -2.19 -22.62 21.07
N -1.50 -23.58 21.93
C -0.82 -24.51 21.06
C 0.40 -23.94 20.39
C -2.50 -24.31 22.75
C -1.91 -25.33 23.71
H -3.01 -21.26 22.55
H -2.47 -20.49 21.00
H -1.36 -20.92 22.37
H -3.23 -22.95 20.96
H -1.88 -22.55 20.03
H -0.50 -25.29 21.75
H -1.48 -24.93 20.30
H 0.79 -24.64 19.65
H 0.18 -22.98 19.91
H 1.12 -23.72 21.17
H -3.16 -24.78 22.02
H -3.02 -23.58 23.36
H -2.68 -25.62 24.43
H -1.07 -24.91 24.25
H -1.66 -26.24 23.17
C 7.15 -25.76 16.50
C 7.99 -24.60 15.99
N 7.88 -24.34 14.54
C 8.57 -25.38 13.77
C 10.10 -25.34 14.09
C 6.61 -23.90 13.98
C 5.88 -22.70 14.69
H 6.18 -25.91 16.03
H 7.05 -25.66 17.58
H 7.66 -26.69 16.25
H 7.65 -23.70 16.51
H 9.01 -24.65 16.38
H 8.46 -25.22 12.70
H 8.24 -26.36 14.11
H 10.48 -24.36 13.80
H 10.70 -25.98 13.45
H 10.34 -25.60 15.12
H 6.75 -23.51 12.97
H 5.92 -24.73 13.89
H 6.54 -21.90 15.00
H 5.08 -22.22 14.13
H 5.44 -23.14 15.58
C -1.05 -20.47 8.52
C -0.89 -22.03 8.13
N -0.92 -22.93 9.32
C -0.69 -24.35 8.99
C -1.86 -25.04 8.24
C -1.97 -22.59 10.29
C -1.72 -23.25 11.66
H -0.98 -19.82 7.65
H -0.23 -20.13 9.15
H -2.05 -20.34 8.95
H -1.58 -22.35 7.35
H 0.07 -22.18 7.62
H 0.15 -24.54 8.32
H -0.41 -24.91 9.87
H -2.09 -24.50 7.33
H -1.59 -26.05 7.92
H -2.77 -25.12 8.84
H -2.86 -22.90 9.75
H -2.00 -21.53 10.53
H -1.78 -24.34 11.71
H -2.33 -22.83 12.46
H -0.69 -23.05 11.95
C -1.02 -20.13 14.11
C -2.46 -19.80 13.79
N -2.82 -19.71 12.40
C -2.07 -18.73 11.57
C -2.13 -17.29 12.15
C -4.23 -19.52 12.31
C -4.81 -19.51 10.89
H -0.84 -21.01 13.49
H -0.85 -20.20 15.18
H -0.27 -19.40 13.79
H -3.09 -20.59 14.21
H -2.79 -18.94 14.38
H -1.05 -19.10 11.47
H -2.39 -18.82 10.53
H -3.12 -16.85 12.08
H -1.79 -17.24 13.19
H -1.63 -16.61 11.46
H -4.59 -18.68 12.91
H -4.66 -20.42 12.75
H -4.35 -20.26 10.25
H -4.65 -18.57 10.36
H -5.87 -19.74 10.99
C -1.18 -24.06 15.70
C 0.03 -23.90 14.89
N 1.19 -24.72 15.26
C 1.80 -24.30 16.53
C 2.69 -25.32 17.23
C 2.19 -24.66 14.20
C 1.74 -25.34 12.94
H -0.96 -23.71 16.71
H -1.49 -25.10 15.82
H -1.97 -23.52 15.17
H -0.27 -24.06 13.86
H 0.17 -22.82 14.99
H 2.41 -23.41 16.39
H 1.04 -23.94 17.22
H 2.97 -24.85 18.18
H 2.15 -26.25 17.40
H 3.63 -25.55 16.74
H 3.13 -25.10 14.54
H 2.43 -23.60 14.06
H 2.59 -25.58 12.29
H 1.02 -24.72 12.40
H 1.25 -26.23 13.31
C 4.71 -20.04 8.91
C 3.57 -19.79 9.92
N 3.65 -20.51 11.19
C 2.51 -20.07 12.08
C 2.70 -20.61 13.52
C 3.82 -21.95 11.05
C 2.62 -22.65 10.44
H 4.59 -19.48 7.99
H 4.77 -21.07 8.56
H 5.65 -19.62 9.29
H 3.77 -18.75 10.20
H 2.57 -19.87 9.50
H 1.51 -20.32 11.72
H 2.52 -18.98 12.06
H 3.65 -20.32 13.96
H 2.67 -21.70 13.47
H 2.01 -20.37 14.33
H 4.76 -22.17 10.55
H 4.14 -22.41 11.99
H 2.50 -22.21 9.45
H 2.83 -23.71 10.31
H 1.73 -22.42 11.02
```

For the HOMO energy, the calculation gives -7.934 eV. The gap between HOMO and LUMO is 8.5 eV. Its spin multiplicity is 1. As for the net charge: 0. The maximum force is 2.450 eV/Å. The energy relative to the best compared isomer or geometry (same formula, charge and spin) is 272.2 kJ/mol. The value obtained for the total energy is -63637.957 eV.

Mulliken population analysis, charges in e, atoms 1 to 2: -1.471 -0.142